10
Properties=species:S:1:pos:R:3 method="wB97M-V/def2-TZVPD" homo_ha=-0.137 spin_multiplicity=1 lumo_ha=0.1374 charge=-1 de_lowest_kj_mol=189.9
C -0.56 0.97 1.22
C 0.09 -0.34 -1.54
N 0.70 0.11 0.72
N 0.50 -0.76 -0.36
O 0.81 -1.96 -0.15
O -0.51 1.26 2.39
S -1.65 1.43 0.05
H -0.32 0.63 -1.52
H -0.10 -1.04 -2.36
H 1.05 -0.30 1.56

10
Properties=species:S:1:pos:R:3 method="wB97M-V/def2-TZVPD" homo_ha="-0.138 / -0.091" spin_multiplicity=1 lumo_ha="0.1436 / 0.1330" charge=-1 de_lowest_kj_mol=118.4
C 1.55 1.67 -0.05
C 0.79 0.57 -0.26
N 2.23 2.60 -0.02
N 1.02 -0.69 0.19
O -2.95 -0.69 -1.21
O -1.49 -1.40 0.72
S -2.53 -0.44 0.23
H -0.32 0.58 -0.71
H 0.15 -1.17 0.18
H 1.53 -1.02 0.93

10
Properties=species:S:1:pos:R:3 method="wB97M-V/def2-TZVPD" homo_ha="-0.043 / -0.121" spin_multiplicity=3 lumo_ha="0.1365 / 0.0975" charge=-1 de_lowest_kj_mol=0.0
C -0.29 0.65 -0.10
C -1.00 -0.52 0.03
N 1.05 0.80 -0.12
N 1.85 -0.21 0.14
O 3.10 0.13 0.09
O -2.34 -0.58 0.18
S -0.42 -2.16 -0.08
H -0.83 1.65 0.08
H 1.33 1.83 -0.45
H -2.46 -1.58 0.23

13
Properties=species:S:1:pos:R:3 method="wB97M-V/def2-TZVPD" homo_ha="-0.222 / -0.359" spin_multiplicity=3 lumo_ha="0.0018 / -0.1463" charge=0
C -1.65 -0.44 0.58
C -2.46 0.30 -0.36
N -1.08 0.46 -0.23
N 0.13 0.86 -0.69
O -1.25 -1.32 1.33
O -3.34 0.45 -1.13
O 1.09 -0.08 1.52
O 2.68 0.57 -0.31
P 1.32 -0.23 0.00
S 1.23 -2.02 -0.85
H 0.29 0.75 -1.67
H 0.53 -0.80 1.94
H 2.52 1.48 -0.13

What did the fourth record say?
13
Properties=species:S:1:pos:R:3 method="wB97M-V/def2-TZVPD" homo_ha="-0.222 / -0.359" spin_multiplicity=3 lumo_ha="0.0018 / -0.1463" charge=0
C -1.65 -0.44 0.58
C -2.46 0.30 -0.36
N -1.08 0.46 -0.23
N 0.13 0.86 -0.69
O -1.25 -1.32 1.33
O -3.34 0.45 -1.13
O 1.09 -0.08 1.52
O 2.68 0.57 -0.31
P 1.32 -0.23 0.00
S 1.23 -2.02 -0.85
H 0.29 0.75 -1.67
H 0.53 -0.80 1.94
H 2.52 1.48 -0.13